# C51H32BrF15GeN9O2S3W

A structure of composition C51H32BrF15GeN9O2S3W at a distorted geometry (wB97M-V/def2-TZVPD, the Open Molecules 2025 dataset).

The geometry in ORCA input format:
```
! wB97M-V def2-TZVPD RIJCOSX def2/J DEFGRID3
* xyz 1 3
W 0.14 0.26 -0.06
Br -1.17 -2.66 -0.30
C -2.75 -1.90 -1.11
C -3.81 -2.74 -1.28
C -5.00 -2.25 -1.84
C -5.06 -0.94 -2.22
C -3.96 -0.06 -2.06
C -4.07 1.28 -2.48
C -3.00 2.12 -2.37
C -1.81 1.65 -1.79
C -1.64 0.38 -1.29
C -2.75 -0.53 -1.47
H -3.73 -3.78 -0.99
H -5.84 -2.91 -1.97
H -5.97 -0.54 -2.67
H -5.01 1.63 -2.89
H -3.06 3.14 -2.71
H -0.98 2.33 -1.77
N -3.21 1.33 2.49
C -3.63 0.02 2.52
C -2.70 -0.68 1.82
N -1.73 0.16 1.35
C -2.07 1.37 1.78
C -1.25 2.48 1.42
N -0.14 2.24 0.72
C 0.51 3.46 0.63
C -0.23 4.41 1.25
N -1.34 3.77 1.75
H -3.65 2.10 2.97
H -4.51 -0.30 3.05
H -2.70 -1.74 1.64
H 1.45 3.57 0.13
H -0.05 5.46 1.39
H -2.11 4.21 2.23
N -0.39 -1.38 3.50
C 0.36 -0.27 3.72
N 0.84 0.50 2.79
C 1.69 1.46 3.36
C 2.56 2.30 2.68
C 3.37 3.17 3.39
C 3.34 3.20 4.78
C 2.52 2.34 5.49
C 1.72 1.47 4.76
S 0.71 0.19 5.38
H -0.21 -1.83 2.61
H -0.48 -2.01 4.28
H 2.63 2.23 1.60
H 4.05 3.81 2.85
H 3.98 3.88 5.32
H 2.52 2.33 6.57
C 5.75 -4.30 1.18
C 4.60 -3.87 0.32
C 4.43 -4.35 -0.98
C 3.32 -3.90 -1.66
N 2.44 -3.04 -1.15
C 2.70 -2.60 0.10
S 1.69 -1.48 0.98
N 3.74 -3.01 0.83
H 6.25 -5.17 0.77
H 5.40 -4.51 2.18
H 6.47 -3.48 1.26
H 5.13 -5.04 -1.44
H 3.12 -4.28 -2.66
F 0.15 3.99 -2.22
C 1.07 4.97 -2.26
C 2.40 4.62 -2.30
C 3.29 5.68 -2.44
F 4.61 5.45 -2.56
C 2.88 6.99 -2.50
F 3.76 7.98 -2.64
C 1.53 7.30 -2.40
F 1.12 8.56 -2.44
C 0.61 6.27 -2.28
F -0.70 6.54 -2.17
Ge 2.96 2.69 -2.27
S 2.33 1.19 -0.79
C 4.85 2.84 -1.68
C 5.99 2.44 -2.36
F 5.92 1.96 -3.60
C 7.25 2.54 -1.79
F 8.33 2.13 -2.45
C 7.39 3.06 -0.51
F 8.59 3.13 0.05
C 6.28 3.50 0.18
F 6.40 4.01 1.40
C 5.04 3.38 -0.42
F 3.96 3.85 0.25
C 2.99 2.20 -4.20
C 3.43 0.92 -4.51
F 3.87 0.13 -3.52
C 3.41 0.42 -5.79
F 3.79 -0.84 -6.04
C 2.95 1.22 -6.83
F 2.91 0.74 -8.06
C 2.52 2.50 -6.56
F 2.08 3.27 -7.55
C 2.54 2.97 -5.25
F 2.08 4.21 -5.05
O 0.59 0.58 -3.39
C 0.77 -0.54 -2.97
O 0.66 -0.97 -1.76
C 1.11 -1.66 -3.94
N 1.17 -2.97 -3.21
C -0.12 -3.70 -3.46
C -1.00 -2.70 -4.21
C 0.01 -1.85 -4.98
H 2.09 -1.46 -4.38
H 1.43 -2.80 -2.19
H 1.94 -3.52 -3.57
H -0.55 -4.04 -2.52
H 0.09 -4.57 -4.07
H -1.55 -2.07 -3.51
H -1.72 -3.21 -4.85
H -0.39 -0.89 -5.29
H 0.39 -2.38 -5.86
*
```

The energy above the lowest of the compared OMol25 structures with the same formula, charge and spin comes out at 0.6604 eV. Its expectation value of S² is 2.02.

---

# C4H14N2O

A cluster of 2 separate species, C4H14N2O in total at a distorted geometry (wB97M-V/def2-TZVPD, the Open Molecules 2025 dataset).

The geometry in ORCA input format:
```
! wB97M-V def2-TZVPD RIJCOSX def2/J DEFGRID3
* xyz 0 1
C -1.21 0.34 -2.54
N -2.02 0.14 -1.37
C -1.55 0.75 -0.11
C -0.27 0.15 0.48
N -0.40 -1.28 1.03
C 0.95 -1.86 1.29
H -0.24 -0.26 -2.37
H -1.66 -0.02 -3.48
H -0.88 1.38 -2.66
H -3.00 0.30 -1.48
H -2.41 0.90 0.65
H -1.26 1.78 -0.30
H -0.05 0.69 1.40
H 0.68 0.13 -0.10
H -1.05 -1.13 1.94
H 0.80 -2.76 1.81
H 1.64 -1.28 1.98
H 1.47 -2.09 0.37
O 3.10 1.35 1.21
H 3.59 2.11 0.80
H 3.76 0.66 1.44
*
```

The energy above the lowest of the compared OMol25 structures with the same formula, charge and spin comes out at 2.6600 eV. Its structure (SMILES) is CNCCNC.O.

---

# C4H7ClO

An isolated molecule of C4H7ClO at a distorted geometry (wB97M-V/def2-TZVPD, the Open Molecules 2025 dataset).

The geometry in ORCA input format:
```
! wB97M-V def2-TZVPD RIJCOSX def2/J DEFGRID3
* xyz 0 1
C 2.58 -0.46 -0.03
C 1.29 -0.45 -0.39
C 0.20 0.02 0.48
Cl -0.51 1.55 -0.09
C -0.97 -0.99 0.60
O -1.72 -1.34 -0.50
H 3.38 -0.68 -0.73
H 2.94 -0.17 0.91
H 0.99 -0.64 -1.47
H 0.61 0.25 1.47
H -1.62 -0.66 1.48
H -0.47 -1.94 0.85
H -2.03 -0.57 -0.90
*
```

The energy above the lowest of the compared OMol25 structures with the same formula, charge and spin comes out at 1.1686 eV. Its structure (SMILES) is C=C[C@@H](Cl)CO.

---

# C41H49AuN2O2PSi

A structure of composition C41H49AuN2O2PSi at a distorted geometry (wB97M-V/def2-TZVPD, the Open Molecules 2025 dataset).

The geometry in ORCA input format:
```
! wB97M-V def2-TZVPD RIJCOSX def2/J DEFGRID3
* xyz -1 3
Au -0.71 0.32 -1.44
C 1.10 7.78 -0.54
C 0.44 7.02 0.41
C 0.24 5.67 0.19
C 0.68 5.06 -0.99
C 1.38 5.83 -1.91
C 1.57 7.18 -1.70
P 0.39 3.28 -1.31
C 2.84 1.41 -0.43
C 3.35 2.62 0.10
C 4.08 3.49 -0.68
C 4.33 3.21 -2.01
C 3.83 2.03 -2.57
C 3.09 1.16 -1.81
C -1.39 3.20 -1.16
C -2.24 4.31 -1.05
C -3.60 4.15 -1.07
C -4.15 2.88 -1.18
C -3.31 1.78 -1.25
C -1.92 1.88 -1.26
H 1.25 8.84 -0.38
H 0.08 7.47 1.32
H -0.27 5.07 0.92
H 1.73 5.36 -2.82
H 2.10 7.77 -2.44
H 3.17 2.87 1.13
H 4.45 4.41 -0.25
H 4.92 3.90 -2.61
H 4.04 1.81 -3.61
H 2.68 0.26 -2.25
H -1.82 5.30 -0.98
H -4.25 5.02 -1.00
H -5.22 2.75 -1.24
H -3.76 0.80 -1.32
C 0.97 -0.69 2.17
C 1.94 0.44 1.79
C 3.32 0.13 2.41
C 2.12 0.46 0.30
C 1.34 1.74 2.32
C 1.96 2.53 3.27
C 1.35 3.68 3.74
C 0.09 4.04 3.29
C -0.55 3.23 2.36
C 0.08 2.11 1.85
H 1.46 -1.66 2.09
H 0.11 -0.68 1.51
H 0.63 -0.56 3.20
H 3.70 -0.80 1.98
H 3.25 0.01 3.49
H 4.04 0.91 2.19
H 1.75 -0.40 -0.22
H 2.93 2.27 3.66
H 1.87 4.31 4.46
H -0.38 4.94 3.66
H -1.55 3.48 2.01
H -0.41 1.52 1.09
C -2.42 -7.17 -1.37
C -3.08 -6.84 -0.03
N -2.79 -5.49 0.43
C -1.82 -5.34 1.49
C -0.42 -5.77 1.07
C -3.55 -4.49 -0.08
O -4.43 -4.71 -0.89
C -3.33 -3.10 0.44
C -4.38 -2.46 1.09
C -4.22 -1.15 1.51
C -3.01 -0.53 1.26
N -2.01 -1.12 0.63
C -2.17 -2.36 0.21
H -2.67 -8.19 -1.65
H -1.34 -7.08 -1.32
H -2.80 -6.50 -2.13
H -2.73 -7.54 0.75
H -4.16 -6.93 -0.14
H -2.16 -5.94 2.35
H -1.80 -4.29 1.81
H -0.37 -6.85 0.91
H 0.29 -5.51 1.85
H -0.13 -5.26 0.16
H -5.31 -3.00 1.26
H -5.02 -0.63 2.01
H -2.83 0.50 1.56
H -1.33 -2.76 -0.34
C 0.04 -4.16 -2.62
Si 1.16 -2.76 -1.94
C 1.96 -3.44 -0.32
C 2.64 -2.67 -3.16
O 0.44 -1.39 -1.73
H 0.52 -5.13 -2.56
H -0.19 -3.97 -3.67
H -0.91 -4.23 -2.11
H 2.36 -4.45 -0.44
H 1.26 -3.45 0.51
H 2.79 -2.80 -0.02
H 3.02 -3.65 -3.41
H 3.46 -2.10 -2.72
H 2.36 -2.17 -4.08
*
```

Its expectation value of S² is 2.05. The total energy is -2618.3478 Eh.

---

Repeat the third record exactly.
# C4H7ClO

An isolated molecule of C4H7ClO at a distorted geometry (wB97M-V/def2-TZVPD, the Open Molecules 2025 dataset).

The geometry in ORCA input format:
```
! wB97M-V def2-TZVPD RIJCOSX def2/J DEFGRID3
* xyz 0 1
C 2.58 -0.46 -0.03
C 1.29 -0.45 -0.39
C 0.20 0.02 0.48
Cl -0.51 1.55 -0.09
C -0.97 -0.99 0.60
O -1.72 -1.34 -0.50
H 3.38 -0.68 -0.73
H 2.94 -0.17 0.91
H 0.99 -0.64 -1.47
H 0.61 0.25 1.47
H -1.62 -0.66 1.48
H -0.47 -1.94 0.85
H -2.03 -0.57 -0.90
*
```

The energy above the lowest of the compared OMol25 structures with the same formula, charge and spin comes out at 1.1686 eV. Its structure (SMILES) is C=C[C@@H](Cl)CO.